Entry 1:
A structure of composition C28H26I2N7O3RbS2 in a non-equilibrium geometry, computed with the ωB97M-V functional and the def2-TZVPD basis.

Geometry as XYZ:
```
69
C28H26I2N7O3RbS2 | the Open Molecules 2025 dataset | the ωB97M-V functional and the def2-TZVPD basis
Rb -1.700 0.748 -0.323
I -8.557 0.406 5.062
C -7.049 0.603 3.583
C -7.340 1.220 2.376
C -6.334 1.326 1.444
I -6.714 2.273 -0.404
C -4.989 0.855 1.623
O -4.097 0.956 0.743
C -4.761 0.256 2.916
C -3.362 -0.161 3.266
N -2.898 -1.315 2.498
C -1.637 -1.833 2.983
C -0.954 -2.747 1.994
C -0.237 -3.864 2.415
C 0.474 -4.599 1.480
C 0.450 -4.201 0.152
C -0.311 -3.087 -0.178
N -0.999 -2.387 0.715
C -5.769 0.138 3.853
H -8.328 1.608 2.172
H -3.308 -0.351 4.352
H -2.682 0.666 3.035
H -3.608 -2.036 2.486
H -1.718 -2.339 3.959
H -0.973 -0.972 3.125
H -0.227 -4.150 3.460
H 1.045 -5.469 1.781
H 1.008 -4.735 -0.606
H -0.372 -2.731 -1.202
H -5.546 -0.317 4.811
C -0.570 4.891 -3.043
C -0.562 3.468 -2.545
N -0.160 3.146 -1.378
O 0.272 4.199 -0.591
C -1.068 2.399 -3.415
C -1.723 2.721 -4.737
N -0.996 1.183 -2.955
O -1.496 0.181 -3.604
H 0.038 5.506 -2.384
H -1.589 5.286 -3.045
H -0.181 4.948 -4.061
H 0.384 3.747 0.276
H -2.496 3.487 -4.632
H -2.182 1.797 -5.090
H -1.000 3.060 -5.488
S 6.123 0.370 -0.425
C 4.340 0.242 -0.247
C 3.503 0.713 -1.247
C 2.135 0.529 -1.097
N 1.603 -0.079 -0.041
C 2.411 -0.487 0.928
C 3.792 -0.352 0.878
C 6.334 -1.050 -1.488
C 6.494 -0.898 -2.859
C 6.648 -2.034 -3.637
N 6.657 -3.273 -3.151
C 6.500 -3.403 -1.834
C 6.341 -2.337 -0.965
H 3.906 1.212 -2.118
H 1.429 0.893 -1.841
H 1.934 -0.938 1.793
H 4.415 -0.682 1.698
H 6.491 0.087 -3.304
H 6.766 -1.953 -4.713
H 6.505 -4.422 -1.461
H 6.216 -2.498 0.097
S 2.335 1.840 3.825
C 1.336 2.247 2.604
N 0.608 2.495 1.722
```

The calculation puts the LUMO energy at 3.424 eV. Its charge is -2. The energy above the lowest of the compared OMol25 structures with the same formula, charge and spin comes out at 0.192 eV. For the total energy, the calculation gives -84558.501 eV. Its HOMO-LUMO gap is 5.153 eV.


Entry 2:
A structure of composition C28H26IIrN7O2S3 in a non-equilibrium geometry, computed with the ωB97M-V functional and the def2-TZVPD basis.

Geometry as XYZ:
```
68
C28H26IIrN7O2S3 | the Open Molecules 2025 dataset | the ωB97M-V functional and the def2-TZVPD basis
Ir 1.167 0.879 1.085
C 2.469 5.854 2.217
S 2.534 4.690 3.607
C 1.917 3.245 2.817
S 2.761 2.655 1.417
N 0.932 2.634 3.370
N 0.461 1.520 2.859
C -0.506 0.923 3.562
C -1.199 -0.220 3.179
C -2.231 -0.773 3.981
C -3.156 -1.705 3.604
C -3.233 -2.500 2.423
C -2.224 -2.802 1.559
N -0.953 -0.789 1.937
H 2.996 6.746 2.539
H 1.427 6.088 2.014
H 2.947 5.428 1.340
H -0.757 1.381 4.511
H -2.356 -0.314 4.951
H -3.965 -1.871 4.302
H -4.178 -3.006 2.270
H -1.980 -3.385 -0.482
C -0.418 4.827 -1.451
C -1.160 3.556 -1.656
N -2.000 3.439 -2.626
C -2.662 2.324 -2.900
C -2.483 1.173 -2.158
C -3.238 -0.089 -2.507
O -2.460 -1.256 -2.331
C -1.631 1.224 -1.031
C -1.610 0.162 -0.084
N -0.761 0.090 0.894
C -0.930 -2.186 1.710
C -2.400 -3.798 0.444
C -1.712 -5.084 0.769
C -0.426 -5.216 1.177
C 0.518 -4.208 1.461
C 0.281 -2.851 1.656
I 2.041 -1.713 2.206
C -0.925 2.445 -0.736
O -0.155 2.619 0.237
H -0.755 5.562 -2.175
H 0.655 4.672 -1.561
H -0.594 5.192 -0.440
H -3.362 2.385 -3.720
H -3.618 -0.017 -3.529
H -4.096 -0.178 -1.829
H -1.945 -1.419 -3.127
H -2.384 -0.600 -0.157
H -3.459 -3.979 0.268
H -2.293 -5.983 0.621
H -0.043 -6.223 1.286
H 1.538 -4.543 1.596
N 5.206 -1.559 -4.264
C 4.033 -2.004 -3.824
S 3.407 -3.434 -4.404
C 3.291 -1.230 -2.818
C 3.656 0.055 -2.408
C 2.946 0.686 -1.403
N 1.904 0.134 -0.775
C 1.506 -1.069 -1.215
C 2.152 -1.769 -2.208
H 5.716 -2.099 -4.947
H 5.647 -0.725 -3.908
H 4.484 0.583 -2.852
H 3.241 1.675 -1.085
H 0.632 -1.508 -0.753
H 1.794 -2.742 -2.506
```

The calculation puts the LUMO energy (spin up / spin down) at -8.204 / -8.517 eV. Its charge is +2. The energy above the lowest of the compared OMol25 structures with the same formula, charge and spin comes out at 4.805 eV. For the total energy, the calculation gives -87409.868 eV. The expectation value of S² is 0.91. As for the spin multiplicity: 2. Its HOMO-LUMO gap (spin up / spin down) is 4.856 / 4.537 eV.


Entry 3:
A structure of composition C28H26N7Rh in a non-equilibrium geometry, computed with the ωB97M-V functional and the def2-TZVPD basis.

Geometry as XYZ:
```
62
C28H26N7Rh | the Open Molecules 2025 dataset | the ωB97M-V functional and the def2-TZVPD basis
Rh -0.512 -0.261 -0.063
C 2.145 0.703 1.340
N 1.725 0.219 0.016
C 2.134 1.021 -1.152
C 1.202 0.684 -2.271
N 0.022 0.144 -2.042
C -0.621 0.026 -3.280
C -1.891 -0.437 -3.607
C -2.225 -0.444 -4.944
C -1.326 -0.002 -5.931
C -0.076 0.485 -5.611
C 0.251 0.491 -4.260
N 1.399 0.901 -3.577
C 1.102 0.296 2.324
N -0.075 -0.169 1.952
C -0.828 -0.347 3.125
C -2.141 -0.767 3.327
C -2.599 -0.795 4.626
C -1.777 -0.435 5.708
C -0.473 -0.032 5.520
C -0.027 0.012 4.205
N 1.191 0.409 3.653
H 2.210 1.792 1.312
H 3.127 0.324 1.632
H 2.051 -0.737 -0.115
H 3.174 0.858 -1.440
H 2.020 2.077 -0.899
H -2.582 -0.769 -2.844
H -3.203 -0.792 -5.245
H -1.627 -0.036 -6.969
H 0.607 0.843 -6.370
H 2.214 1.321 -3.995
H -2.773 -1.051 2.502
H -3.618 -1.098 4.823
H -2.181 -0.468 6.711
H 0.166 0.234 6.352
H 1.992 0.736 4.171
C -2.028 -2.888 0.156
N -2.102 -1.422 0.049
C -3.230 -0.781 -0.004
C -3.149 0.606 -0.078
C -4.038 1.678 -0.141
C -3.256 2.834 -0.122
C -1.918 2.441 -0.050
N -1.865 1.101 -0.019
C -2.170 -3.581 -1.177
C -1.255 -3.332 -2.196
C -1.361 -3.985 -3.411
C -2.393 -4.893 -3.619
C -3.305 -5.148 -2.608
C -3.200 -4.484 -1.391
H -2.815 -3.214 0.838
H -1.065 -3.146 0.605
H -4.180 -1.307 0.041
H -5.111 1.611 -0.218
H -3.598 3.855 -0.151
H -1.035 3.060 -0.004
H -0.442 -2.630 -2.029
H -0.640 -3.794 -4.196
H -2.481 -5.405 -4.568
H -4.098 -5.868 -2.762
H -3.913 -4.695 -0.601
```

The calculation puts the LUMO energy at -6.937 eV. Its charge is +2. The energy above the lowest of the compared OMol25 structures with the same formula, charge and spin comes out at 0.000 eV. For the total energy, the calculation gives -42884.421 eV. Its HOMO-LUMO gap is 6.770 eV.


Entry 4:
A structure of composition C28H27AlBBr2CaCl2F8LiMgN2O9PS in a non-equilibrium geometry, computed with the ωB97M-V functional and the def2-TZVPD basis.

Geometry as XYZ:
```
85
C28H27AlBBr2CaCl2F8LiMgN2O9PS | the Open Molecules 2025 dataset | the ωB97M-V functional and the def2-TZVPD basis
O -0.614 0.594 2.030
C -0.217 0.055 0.988
C 1.176 -0.461 0.866
C 1.792 -1.118 1.894
C 3.082 -1.581 1.774
C 3.789 -1.367 0.601
C 3.171 -0.701 -0.447
C 1.872 -0.261 -0.307
C 1.120 0.461 -1.378
O 1.657 1.292 -2.087
C -0.318 0.105 -1.441
C -0.978 -0.061 -2.621
C -2.313 -0.425 -2.669
C -2.880 -0.617 -4.048
C -2.801 -2.130 -4.405
S -1.474 -2.593 -5.531
C -0.222 -3.028 -4.414
N 0.630 -2.271 -3.804
N 1.434 -3.031 -3.009
C 1.051 -4.262 -3.185
O 0.025 -4.339 -4.035
C -3.021 -0.592 -1.487
C -2.371 -0.433 -0.265
C -1.022 -0.100 -0.245
H 1.221 -1.236 2.804
H 3.584 -2.112 2.569
H 4.806 -1.718 0.551
H 3.727 -0.522 -1.356
H -0.420 0.088 -3.535
H -2.227 -0.079 -4.728
H -3.911 -0.293 -4.144
H -3.746 -2.429 -4.845
H -2.725 -2.684 -3.484
H 1.536 -5.102 -2.714
H -4.060 -0.881 -1.510
H -2.894 -0.560 0.672
Ca -0.335 -1.771 4.011
Br 2.489 3.039 -3.658
C 6.870 -2.375 -3.499
C 7.374 -2.735 -4.677
C 6.568 -3.510 -5.656
O 7.023 -3.842 -6.726
C 5.177 -3.866 -5.267
C 4.676 -3.505 -4.089
C 5.484 -2.731 -3.114
O 5.022 -2.404 -2.037
H 7.440 -1.811 -2.772
H 8.383 -2.484 -4.977
H 4.607 -4.431 -5.993
H 3.670 -3.752 -3.790
C -1.965 3.251 -4.868
Cl -0.268 3.159 -4.347
Cl -2.876 4.467 -3.955
H -1.994 3.514 -5.919
H -2.436 2.287 -4.713
C -1.231 2.820 3.710
O -0.523 3.971 4.171
P -1.415 5.027 5.066
O -2.211 4.167 5.974
O -2.248 5.620 3.822
C -1.598 5.932 2.575
O -1.520 6.531 5.833
C -1.151 6.570 7.204
H -0.687 2.438 2.864
H -1.261 2.062 4.495
H -2.244 3.074 3.400
H -1.856 5.174 1.837
H -0.514 5.975 2.674
H -1.963 6.897 2.234
H -0.242 5.899 7.382
H -1.964 6.254 7.847
H -0.910 7.637 7.461
Br -2.642 8.762 7.505
Li -1.043 -5.102 -1.828
B -3.937 -4.524 0.210
F -3.853 -4.507 -1.208
F -4.578 -5.668 0.623
F -2.590 -4.535 0.721
F -4.579 -3.382 0.663
Mg 0.767 7.490 6.873
F -1.641 -2.312 7.218
Al -3.060 -2.231 8.207
F -4.363 -2.551 7.187
F -3.146 -0.673 8.832
F -2.923 -3.381 9.418
```

The calculation puts the LUMO energy at -7.245 eV. Its charge is +1. For the total energy, the calculation gives -289233.606 eV. Its HOMO-LUMO gap is 1.235 eV.


Entry 5:
A structure of composition C28H27AsBiNO4SSi, computed with the ωB97M-V functional and the def2-TZVPD basis.

Geometry as XYZ:
```
64
C28H27AsBiNO4SSi | the Open Molecules 2025 dataset | the ωB97M-V functional and the def2-TZVPD basis
Bi -0.574 -0.021 1.837
O -1.540 2.210 5.186
C -1.343 1.756 4.096
O -1.053 0.488 3.850
C -1.390 2.657 2.820
O -1.612 3.834 2.891
O -1.143 2.022 1.685
C -4.776 -3.807 0.476
Si -4.713 -2.826 -1.105
C -6.426 -2.235 -1.558
C -4.031 -3.899 -2.478
C -3.582 -1.305 -1.061
C -3.539 -0.543 -2.229
C -2.692 0.549 -2.380
C -1.828 0.837 -1.346
N -1.841 0.119 -0.226
C -2.719 -0.880 -0.043
S -2.694 -1.495 1.609
H -5.392 -4.693 0.303
H -5.219 -3.239 1.296
H -3.788 -4.134 0.800
H -7.114 -3.082 -1.614
H -6.445 -1.733 -2.527
H -6.815 -1.539 -0.812
H -4.601 -4.826 -2.569
H -2.989 -4.163 -2.285
H -4.073 -3.389 -3.444
H -4.198 -0.802 -3.052
H -2.696 1.150 -3.278
H -1.108 1.646 -1.382
C 5.983 2.790 -2.069
C 5.953 1.755 -1.141
C 4.753 1.375 -0.562
C 3.572 2.026 -0.908
C 3.607 3.061 -1.833
C 4.812 3.443 -2.414
As 1.851 1.537 -0.128
C 2.259 1.757 1.776
C 2.867 0.877 2.671
C 2.978 1.205 4.016
C 2.483 2.412 4.487
C 1.890 3.303 3.605
C 1.781 2.976 2.262
C 1.903 -0.374 -0.599
C 2.391 -1.464 0.118
C 2.243 -2.758 -0.367
C 1.598 -2.987 -1.573
C 1.124 -1.911 -2.308
C 1.278 -0.621 -1.823
H 6.922 3.084 -2.521
H 6.868 1.245 -0.867
H 4.740 0.567 0.161
H 2.694 3.578 -2.103
H 4.830 4.252 -3.132
H 3.271 -0.068 2.342
H 3.446 0.508 4.698
H 2.548 2.653 5.540
H 1.479 4.238 3.963
H 1.278 3.665 1.592
H 2.901 -1.330 1.059
H 2.637 -3.589 0.204
H 1.469 -3.997 -1.938
H 0.622 -2.073 -3.254
H 0.905 0.211 -2.412
```

The calculation puts the LUMO energy at -0.158 eV. The energy above the lowest of the compared OMol25 structures with the same formula, charge and spin comes out at 0.504 eV. For the total energy, the calculation gives -124547.552 eV. Its HOMO-LUMO gap is 8.688 eV.


Entry 6:
A structure of composition C28H27B2F4N4O4OsS, computed with the ωB97M-V functional and the def2-TZVPD basis.

Geometry as XYZ:
```
71
C28H27B2F4N4O4OsS | the Open Molecules 2025 dataset | the ωB97M-V functional and the def2-TZVPD basis
Os -2.185 0.022 -0.720
O -0.920 5.449 4.792
C -0.207 4.315 4.664
O 0.844 4.183 5.218
C -0.789 3.237 3.792
C -0.453 1.922 4.094
C -0.923 0.887 3.310
C -1.717 1.170 2.203
C -2.042 2.478 1.881
C -1.585 3.508 2.687
N -2.174 0.090 1.379
C -2.663 -0.941 1.958
C -2.996 -2.091 1.142
C -3.612 -3.220 1.645
C -3.889 -4.264 0.780
C -3.530 -4.148 -0.554
C -2.916 -2.989 -0.986
N -2.648 -1.975 -0.159
H -1.796 5.360 4.397
H 0.200 1.731 4.935
H -0.618 -0.131 3.517
H -2.698 2.687 1.052
H -1.840 4.528 2.422
H -2.820 -0.967 3.031
H -3.888 -3.260 2.689
H -4.386 -5.155 1.139
H -3.724 -4.941 -1.261
H -2.625 -2.864 -2.018
C 5.820 0.603 1.552
C 5.619 -0.768 0.890
C 6.835 -1.064 0.013
C 5.532 -1.852 1.974
C 4.317 -0.748 0.089
C 4.286 -0.947 -1.294
C 3.107 -0.919 -2.039
C 1.950 -0.681 -1.342
O 0.646 -0.582 -1.807
B -0.108 -0.310 -0.680
O 0.662 -0.274 0.463
C 1.961 -0.487 0.027
C 3.116 -0.510 0.768
H 6.767 0.620 2.095
H 5.026 0.829 2.264
H 5.842 1.397 0.804
H 7.730 -1.087 0.636
H 6.984 -0.296 -0.748
H 6.754 -2.034 -0.481
H 6.460 -1.879 2.549
H 5.377 -2.836 1.530
H 4.717 -1.662 2.674
H 5.209 -1.129 -1.824
H 3.110 -1.071 -3.109
H 3.086 -0.345 1.836
C -2.041 1.967 -6.559
C -1.997 1.276 -5.240
C -2.035 -0.122 -5.133
C -2.062 -0.692 -3.883
N -2.042 0.084 -2.796
C -1.947 1.411 -2.998
S -1.835 2.136 -1.391
N -1.932 2.039 -4.143
H -1.585 1.364 -7.342
H -1.549 2.934 -6.492
H -3.085 2.140 -6.835
H -2.046 -0.746 -6.015
H -2.081 -1.764 -3.744
F -5.407 -0.697 0.732
B -5.266 0.306 -0.221
F -4.329 -0.274 -1.258
F -6.405 0.662 -0.856
F -4.560 1.389 0.309
```

The calculation puts the LUMO energy (spin up / spin down) at -5.847 / -5.873 eV. Its charge is +1. The energy above the lowest of the compared OMol25 structures with the same formula, charge and spin comes out at 0.000 eV. For the total energy, the calculation gives -69153.909 eV. Its HOMO-LUMO gap (spin up / spin down) is 5.355 / 5.327 eV.


Entry 7:
A structure of composition C28H27BiF6N4S5Sb2 in a non-equilibrium geometry, computed with the ωB97M-V functional and the def2-TZVPD basis.

Geometry as XYZ:
```
73
C28H27BiF6N4S5Sb2 | the Open Molecules 2025 dataset | the ωB97M-V functional and the def2-TZVPD basis
Bi -0.875 -0.930 0.686
S -5.108 -0.807 1.031
Sb -3.863 -2.591 0.420
S -2.174 -1.536 -1.290
S -2.038 -2.468 2.182
S 5.424 0.409 -2.969
C 6.739 -0.385 -2.213
C 6.393 -0.932 -1.017
C 5.041 -0.716 -0.692
C 4.361 -0.001 -1.646
C 2.976 0.396 -1.687
C 2.061 -0.026 -0.704
N 0.792 0.294 -0.716
C 0.292 1.113 -1.657
C 1.120 1.562 -2.716
C 0.574 2.379 -3.747
C -0.728 2.736 -3.728
C -1.580 2.343 -2.657
C -2.928 2.709 -2.618
C -3.734 2.310 -1.563
C -3.102 1.583 -0.529
N -1.842 1.228 -0.547
C -1.068 1.555 -1.598
C -5.138 2.623 -1.510
C -6.114 2.064 -0.724
C -7.389 2.609 -0.960
C -7.381 3.584 -1.909
S -5.816 3.850 -2.555
C 2.463 1.183 -2.710
H 7.697 -0.392 -2.695
H 7.077 -1.470 -0.385
H 4.612 -1.059 0.229
H 2.380 -0.623 0.130
H 1.237 2.698 -4.536
H -1.153 3.340 -4.516
H -3.338 3.289 -3.433
H -3.674 1.263 0.328
H -5.938 1.265 -0.026
H -8.275 2.287 -0.442
H -8.205 4.166 -2.274
H 3.111 1.521 -3.505
F 1.462 -1.591 2.488
Sb 3.139 -1.267 3.446
F 2.716 -2.731 4.550
F 2.255 0.062 4.471
F 4.791 -0.964 4.282
F 3.430 0.107 2.112
F 3.983 -2.475 2.173
C 3.207 -5.091 -0.371
N 1.936 -4.419 -0.323
C 0.730 -4.880 -0.759
C -0.172 -3.890 -0.521
N 0.473 -2.828 0.035
C 1.737 -3.187 0.150
H 3.065 -6.171 -0.362
H 3.795 -4.795 0.496
H 3.751 -4.819 -1.279
H 0.591 -5.852 -1.183
H -1.220 -3.884 -0.745
H 2.520 -2.621 0.599
C -2.579 1.348 2.981
C -1.140 0.973 3.305
C -0.496 2.052 4.204
C -0.266 0.868 2.098
H -3.109 1.600 3.894
H -3.108 0.519 2.519
H -2.615 2.205 2.315
H -1.128 0.034 3.865
H -0.427 3.003 3.680
H 0.502 1.756 4.515
H -1.118 2.186 5.086
H 0.762 0.631 2.334
H -0.356 1.697 1.409
```

The calculation puts the LUMO energy at -1.932 eV. For the total energy, the calculation gives -124835.962 eV. Its HOMO-LUMO gap is 5.830 eV.